Entry from the OMol25 dataset: a cluster of 3 separate species, C4H11NO2 in total (wB97M-V/def2-TZVPD).

Summary:
ΔE to the lowest compared entry with this formula, charge and spin = 38.5 kcal/mol
Energy = -364.20681 Eh
Spin multiplicity = 1
Total charge = 0
SMILES = C=NC(=C)C.O.O
HOMO-LUMO gap = 10.066 eV

Bonds (Å) are listed after each position.
Element x y z (Å)
1 C -2.6144 -0.2431 -0.1099  C2 1.493, H6 1.094, H7 1.081, H8 1.089
2 C -1.1983 0.2149 -0.2234  C1 1.493, C3 1.336, N5 1.417
3 C -0.7102 0.9206 -1.2471  C2 1.336, H9 1.077, H10 1.084
4 C 0.2642 0.6356 1.5057  N5 1.267, H11 1.082, H12 1.088
5 N -0.3324 -0.2351 0.8047  C2 1.417, C4 1.267
6 H -3.0700 0.1745 0.7930  C1 1.094
7 H -3.1872 0.0903 -0.9636  C1 1.081
8 H -2.6429 -1.3290 -0.0338  C1 1.089
9 H 0.3361 1.1396 -1.3792  C3 1.077
10 H -1.4017 1.2410 -2.0173  C3 1.084
11 H 0.9310 0.2842 2.2824  C4 1.082
12 H 0.1083 1.6902 1.2866  C4 1.088
13 H 1.7261 -2.6375 -0.1121  O15 0.962
14 H 1.0180 -1.4689 0.5095  O15 0.962
15 O 1.8952 -1.8540 0.4192  H13 0.962, H14 0.962
16 H 2.5494 -0.1950 -0.2346  O18 0.977
17 H 3.6312 0.8479 -0.7480  O18 0.966
18 O 2.6976 0.7240 -0.5322  H16 0.977, H17 0.966

Atom charges from the natural (NBO) analysis, given in e for atoms 1 to 6:
1. C -0.64
2. C 0.14
3. C -0.45
4. C 0.00
5. N -0.48
6. H 0.22